Record 1
C27H42ClCoFN4O5Si2Te as an isolated structure at a distorted geometry. Source: the OMol25 dataset; level of theory: ωB97M-V/def2-TZVPD.

As for the multiplicity: 4. Its gap between HOMO and LUMO (alpha / beta) is 5.0 / 5.0 eV. The LUMO energy (alpha / beta) comes out at -0.04925 / -0.04940 hartree. The expectation value of S² is 3.758.

XYZ file:
```
84
Properties=species:S:1:pos:R:3:forces:R:3:lowdin_spin:R:1
Co 4.1949 0.6816 0.8986 0.376 -0.076 -0.672 2.73
C -0.3922 6.4968 -1.5220 0.025 -0.052 0.076 0.00
C -0.2163 6.0568 -0.0733 -0.074 0.036 -0.290 0.00
N 0.3834 4.7279 0.0396 0.146 0.025 0.045 0.00
C 1.7365 4.6349 0.1736 -0.134 -0.134 0.029 0.00
C 2.4366 3.4882 0.3553 0.091 0.087 0.030 0.00
C 3.9595 3.6543 0.4977 0.145 -0.205 0.031 0.01
O 4.3832 4.8015 0.4212 -0.059 0.074 -0.022 0.00
O 4.6350 2.5968 0.6782 -0.207 0.527 0.044 0.03
C 1.7243 2.2478 0.4447 0.128 0.091 -0.019 0.00
O 2.2135 1.1310 0.6369 -0.494 0.228 -0.054 0.05
C 0.2609 2.3459 0.2832 -0.232 0.107 -0.073 0.00
C -0.5002 1.1871 0.3615 0.159 -0.187 0.090 0.00
C -1.8549 1.2292 0.1825 -0.243 -0.112 -0.008 0.00
F -2.5757 0.0968 0.2781 0.060 -0.020 0.058 0.00
C -2.4883 2.4294 -0.1157 0.243 0.032 0.124 0.00
C -1.7514 3.5958 -0.1932 -0.125 -0.016 -0.051 0.00
C -0.3717 3.5767 0.0421 0.027 0.142 -0.003 0.00
N -3.9314 2.5537 -0.3697 0.093 0.066 0.024 0.00
C -4.7006 3.3320 0.6635 -0.091 0.090 0.072 0.00
C -5.9135 3.9546 -0.0623 -0.033 -0.050 -0.110 0.00
N -6.0466 3.2752 -1.3521 -0.030 -0.074 0.094 0.00
C -6.1200 1.8261 -1.1651 -0.051 0.142 0.059 0.00
C -4.7314 1.3291 -0.6895 -0.233 -0.137 -0.228 0.00
H -0.8999 7.4603 -1.5645 0.004 0.002 -0.019 0.00
H -0.9715 5.7683 -2.0914 -0.016 0.023 -0.016 0.00
H 0.5805 6.5987 -2.0021 -0.013 -0.005 -0.028 0.00
H -1.1690 6.0578 0.4574 0.034 -0.004 0.068 0.00
H 0.4389 6.7519 0.4472 -0.006 -0.031 0.058 0.00
H 2.3002 5.5601 0.1352 -0.004 0.006 0.034 0.00
H -0.0036 0.2470 0.5851 0.006 0.001 -0.028 0.00
H -2.2553 4.5122 -0.4737 0.041 0.035 0.061 0.00
H -4.0436 4.0777 1.0992 0.014 0.015 -0.037 0.00
H -4.9962 2.6368 1.4463 0.075 -0.069 -0.026 0.00
H -5.7432 5.0148 -0.2460 -0.019 0.006 0.017 0.00
H -6.8049 3.8536 0.5648 0.032 -0.015 0.053 0.00
H -4.0412 3.1242 -1.2210 0.013 -0.047 -0.031 0.00
H -6.8392 3.6233 -1.8726 0.043 0.031 -0.044 0.00
H -6.3786 1.3563 -2.1107 0.014 -0.018 0.002 0.00
H -6.8864 1.5518 -0.4316 0.022 -0.052 0.011 0.00
H -4.2080 0.7623 -1.4543 0.055 0.089 -0.031 0.00
H -4.8070 0.7134 0.1999 0.087 0.047 0.030 0.00
Cl 7.8266 -0.8882 -2.2144 0.027 0.022 -0.013 0.00
C 7.6085 0.3962 -0.9902 -0.073 -0.100 -0.010 0.00
C 6.2418 0.3161 -0.3344 0.035 -0.452 -0.019 0.00
O 5.2028 0.2530 -1.0323 -0.103 0.380 0.251 0.05
O 6.2047 0.3245 0.9253 0.622 0.244 -0.033 0.06
H 7.7080 1.3492 -1.5037 0.002 0.022 0.032 0.00
H 8.3788 0.2812 -0.2366 0.035 0.005 -0.032 0.00
C -0.2875 -4.6710 2.9784 -0.023 -0.029 0.015 0.00
Si -1.6455 -3.7937 2.0390 0.034 -0.027 -0.144 0.00
C -2.0158 -2.1725 2.9167 -0.052 0.036 -0.028 0.00
C -3.2028 -4.8538 1.9998 -0.014 0.044 0.152 0.00
C -1.1508 -3.4307 0.2677 0.204 0.097 -0.017 0.00
Te 0.8201 -2.4777 0.2555 -0.973 -0.221 -0.067 0.00
C 1.8357 -4.3559 0.2111 0.320 0.125 -0.066 0.00
Si 2.6711 -4.6499 -1.4509 -0.144 -0.057 0.076 0.00
C 1.3291 -5.1250 -2.6792 0.052 0.003 -0.058 0.00
C 3.5838 -3.1310 -2.0338 0.073 -0.004 0.058 0.00
C 3.8581 -6.0916 -1.2531 0.014 0.012 -0.069 0.00
H -0.5564 -4.7763 4.0327 -0.022 -0.005 -0.011 0.00
H 0.6396 -4.0954 2.9237 0.001 -0.011 0.022 0.00
H -0.0900 -5.6708 2.5857 -0.007 0.003 -0.009 0.00
H -2.2557 -2.3433 3.9688 0.005 -0.009 -0.004 0.00
H -2.8613 -1.6485 2.4618 -0.007 -0.013 -0.018 0.00
H -1.1424 -1.5170 2.8738 0.011 -0.020 0.007 0.00
H -3.5910 -5.0337 3.0060 -0.010 -0.018 -0.017 0.00
H -3.0022 -5.8252 1.5427 0.015 0.007 -0.011 0.00
H -3.9925 -4.3702 1.4187 0.005 0.001 -0.001 0.00
H -1.8632 -2.7407 -0.1933 -0.002 -0.028 -0.038 0.00
H -1.1073 -4.3287 -0.3518 -0.010 0.042 -0.056 0.00
H 1.1031 -5.1276 0.4483 -0.031 0.020 -0.008 0.00
H 2.5761 -4.3094 1.0103 -0.072 0.038 0.074 0.00
H 0.5637 -4.3472 -2.7375 0.009 0.011 0.009 0.00
H 0.8442 -6.0615 -2.3919 -0.003 0.009 0.018 0.00
H 1.7465 -5.2613 -3.6801 -0.019 0.006 -0.002 0.00
H 2.9171 -2.2723 -2.1222 -0.015 -0.006 -0.030 0.00
H 4.0460 -3.2983 -3.0098 0.006 -0.029 0.010 0.00
H 4.3750 -2.8453 -1.3361 -0.003 0.000 -0.001 0.00
H 3.3445 -6.9860 -0.8928 -0.011 0.006 -0.001 0.00
H 4.6505 -5.8496 -0.5419 -0.008 0.016 0.002 0.00
H 4.3314 -6.3379 -2.2071 0.008 -0.014 0.013 0.00
N 3.0934 -2.0537 1.8938 0.738 0.130 0.133 0.02
C 3.6586 -1.0993 1.5524 -0.480 -0.836 0.569 0.03
```
Forces are in eV/Å.

---

Record 2
One molecule with the formula C27H42N10O6 at a distorted geometry. Source: the OMol25 dataset; level of theory: ωB97M-V/def2-TZVPD.

As for the multiplicity: 1. Its SMILES is C#CCOCCOCCOCCNc1nc(N2CCOCC2)nc(N2CCN(C(=O)Cn3cc(C[C@H](C)O)nn3)CC2)n1. The energy above the lowest of the compared OMol25 structures with the same formula, charge and spin comes out at 0.00 kJ/mol. Its gap between HOMO and LUMO is 9.1 eV. The LUMO energy comes out at 0.02677 hartree.

XYZ file:
```
85
Properties=species:S:1:pos:R:3:forces:R:3:nbo_charge:R:1
C 2.5601 -1.2444 -1.9558 0.389 0.092 0.180 -0.30
C 3.5439 -0.8778 -1.3805 -0.264 0.004 -0.106 0.07
C 4.7364 -0.4528 -0.6609 0.509 0.032 0.257 -0.18
H 5.1917 -1.3384 -0.1990 -0.002 0.174 -0.154 0.21
H 5.4462 -0.0061 -1.3704 -0.035 -0.125 0.124 0.21
O 4.4658 0.4463 0.4030 -0.087 -0.462 0.005 -0.53
C 4.5625 1.8103 0.0796 -0.113 0.432 -0.346 -0.08
H 5.6040 2.0685 -0.1682 -0.115 0.036 0.088 0.18
C 3.6826 2.2663 -1.0871 0.104 -0.055 0.345 -0.12
O 4.4354 2.1281 -2.2797 0.156 -0.144 0.191 -0.55
C 3.8567 2.7109 -3.4162 -0.373 -0.189 -0.332 -0.08
C 2.6214 1.9683 -3.9315 0.426 0.081 -0.082 -0.10
O 1.4839 2.4293 -3.2410 -0.170 0.157 0.208 -0.56
C 0.3150 1.7078 -3.5523 -0.246 -0.051 0.049 -0.08
C -0.7908 2.1435 -2.5878 0.245 -0.150 -0.517 -0.24
N -0.3963 1.9756 -1.2065 0.080 0.222 0.085 -0.63
C -0.1526 0.7121 -0.7284 -0.022 -0.414 0.455 0.63
N -0.7812 -0.3018 -1.3064 -0.065 0.228 -0.309 -0.66
C -0.5564 -1.4963 -0.7349 0.432 0.225 0.112 0.65
N 0.2303 -1.6894 0.3222 -0.132 -0.183 0.124 -0.64
C 0.8146 -0.5965 0.8084 -0.093 0.017 -0.443 0.65
N 0.6547 0.6376 0.3214 0.117 0.385 0.012 -0.63
N 1.6606 -0.7596 1.8450 0.034 -0.014 -0.001 -0.40
C 1.6575 -1.9992 2.5736 -0.112 -0.252 0.103 -0.23
H 2.6535 -2.1547 2.9947 -0.049 -0.033 -0.018 0.20
H 1.4235 -2.8085 1.8840 0.109 0.000 0.193 0.25
C 0.5809 -1.9137 3.6723 0.003 -0.411 -0.041 -0.24
N 0.5611 -0.5606 4.2037 0.273 0.063 -0.107 -0.43
C -0.5191 0.1050 4.6508 -0.321 -0.296 0.129 0.67
O -0.4649 1.2361 5.0921 -0.217 0.360 0.110 -0.62
C -1.8689 -0.6253 4.5676 0.246 0.142 0.494 -0.31
N -2.3492 -0.6032 3.2142 -0.393 0.353 -0.666 -0.16
C -2.7171 0.4729 2.4834 -0.108 -0.220 -0.376 -0.10
C -3.1103 -0.0532 1.2704 0.124 0.481 0.469 0.15
N -2.9484 -1.3929 1.3400 -0.166 0.032 -0.340 -0.29
N -2.4932 -1.7112 2.4962 0.178 -0.857 0.660 -0.08
C -3.6387 0.6167 0.0504 -0.016 0.276 0.180 -0.49
H -2.9370 0.4370 -0.7709 -0.104 0.046 -0.060 0.23
H -4.5912 0.1553 -0.2231 -0.004 0.023 -0.041 0.22
C -3.8356 2.1262 0.2375 -0.427 -0.178 -0.390 0.11
O -2.6468 2.7724 0.6235 0.266 0.144 0.097 -0.74
H -1.9466 2.5453 -0.0100 0.071 -0.005 -0.002 0.48
C -4.4152 2.7433 -1.0386 0.089 -0.037 0.463 -0.63
H -3.7536 2.5556 -1.8819 0.077 -0.037 -0.128 0.20
H -4.5175 3.8179 -0.9103 -0.018 0.090 -0.019 0.22
H -5.3921 2.3201 -1.2555 -0.132 -0.053 -0.102 0.21
H -4.5315 2.3019 1.0675 0.016 -0.074 -0.100 0.17
H -2.6563 1.4742 2.8498 0.047 0.265 0.100 0.26
H -1.8050 -1.6646 4.8926 -0.063 0.084 -0.096 0.24
H -2.5676 -0.0793 5.2089 0.180 -0.137 -0.095 0.24
C 1.8198 0.1518 4.0935 0.102 0.234 -0.016 -0.25
H 1.7114 1.1055 4.6108 0.115 -0.157 -0.056 0.26
C 2.1406 0.3728 2.6054 0.189 0.307 0.167 -0.23
H 3.2194 0.4783 2.4558 -0.062 0.083 0.052 0.21
H 1.6376 1.2607 2.2196 0.124 -0.061 0.163 0.24
H 2.6015 -0.4339 4.5854 -0.019 0.051 0.005 0.19
H -0.3805 -2.1641 3.2220 0.131 0.001 0.088 0.24
H 0.7967 -2.6279 4.4776 -0.013 -0.040 -0.101 0.19
N -1.1081 -2.5746 -1.3142 -0.038 -0.012 -0.024 -0.40
C -2.1360 -2.4628 -2.3218 -0.492 -0.023 -0.159 -0.25
H -2.1946 -1.4254 -2.6475 -0.039 -0.139 -0.060 0.24
C -3.4710 -2.9336 -1.7304 0.119 0.276 -0.217 -0.09
H -4.2492 -2.9520 -2.4956 0.046 0.074 0.022 0.19
O -3.3615 -4.2513 -1.2400 -0.102 -0.175 -0.099 -0.53
C -2.4007 -4.3116 -0.2043 0.353 -0.002 0.164 -0.09
H -2.3842 -5.3479 0.1368 0.059 0.058 0.029 0.19
C -1.0203 -3.8885 -0.7200 -0.196 -0.410 0.261 -0.25
H -0.2984 -3.8494 0.0933 -0.050 -0.125 -0.092 0.24
H -0.6838 -4.5923 -1.4911 0.002 0.011 0.090 0.19
H -2.6948 -3.6460 0.6175 0.049 -0.170 -0.097 0.20
H -3.7575 -2.2587 -0.9123 -0.013 -0.055 -0.145 0.19
H -1.8663 -3.1064 -3.1681 -0.050 0.074 0.016 0.19
H 0.3066 2.6323 -0.8926 -0.006 -0.075 0.019 0.41
H -1.0270 3.1977 -2.7428 -0.074 -0.072 -0.012 0.21
H -1.6740 1.5293 -2.7743 0.006 0.168 -0.050 0.22
H 0.4929 0.6303 -3.4283 -0.013 0.083 -0.047 0.18
H 0.0112 1.8926 -4.5944 -0.006 -0.021 0.092 0.17
H 2.5015 2.1496 -5.0109 0.027 -0.010 0.068 0.17
H 2.7578 0.8886 -3.7691 0.004 0.116 -0.043 0.19
H 4.6387 2.6845 -4.1784 -0.109 0.068 -0.007 0.19
H 3.5759 3.7546 -3.2142 0.054 -0.026 -0.065 0.17
H 3.4076 3.3219 -0.9515 0.001 -0.040 0.013 0.17
H 2.7674 1.6644 -1.1146 0.038 0.113 0.027 0.21
H 4.2675 2.3326 0.9920 0.039 0.030 -0.078 0.20
H 1.6947 -1.5761 -2.4492 -0.500 -0.202 -0.269 0.23
```
Forces are in eV/Å.

---

Number 1: total energy -120794.8006 eV. Number 2: total energy -55865.0805 eV.